# C13H13Cl3LiPSi

A structure of composition C13H13Cl3LiPSi (ωB97M-V/def2-TZVPD, the OMol25 dataset).

Results
- E_HOMO (Ha) = -0.3009
- 2S+1 = 1
- max |F| (hartree/bohr) = 0.0086
- relative energy (zero: lowest compared OMol25 entry of this formula, charge and spin) (kcal per mole) = 2.7

CARTESIAN COORDINATES (ANGSTROEM)
Li  -1.10098  -0.66304  -0.25318
C  0.36280  -3.64345  1.63838
P  0.68254  -2.07093  0.76836
C  1.70810  -1.11864  1.92954
C  1.88916  -1.47442  3.25949
C  2.64493  -0.67295  4.10230
C  3.22596  0.48727  3.62247
C  3.04763  0.85218  2.29365
C  2.28886  0.05844  1.45360
C  1.87799  -2.56274  -0.51027
C  3.19244  -2.90322  -0.19053
C  4.06969  -3.30310  -1.18457
C  3.64122  -3.36318  -2.50352
C  2.34004  -3.01978  -2.82758
C  1.45982  -2.61577  -1.83481
H  1.28809  -4.09621  1.99936
H  -0.10780  -4.32268  0.92685
H  -0.32240  -3.49351  2.47215
H  1.44677  -2.38089  3.65093
H  2.78088  -0.95970  5.13663
H  3.81633  1.11078  4.27981
H  3.49619  1.75985  1.91311
H  2.14765  0.35068  0.41942
H  3.53345  -2.84284  0.83635
H  5.08870  -3.56310  -0.93077
H  4.32953  -3.67099  -3.27963
H  2.00825  -3.05404  -3.85620
H  0.44808  -2.32870  -2.09992
Cl  -2.45707  -1.44561  -1.87052
Si  -2.51670  0.82790  -1.91333
Cl  -2.70648  1.19541  -3.97896
Cl  -0.23795  0.92481  -1.73933

Want to see where the charge sits? The natural (NBO) charges in e are: Li 0.79; C -0.93; P 0.76; C -0.25; C -0.25; C -0.21; C -0.20; C -0.20; C -0.23; C -0.36; C -0.14; C -0.23; C -0.19; C -0.21; C -0.19; H 0.23; H 0.25; H 0.24; H 0.21; H 0.22; H 0.22; H 0.22; H 0.23; H 0.21; H 0.22; H 0.22; H 0.22; H 0.23; Cl -0.57; Si 0.73; Cl -0.46; Cl -0.58